55
Properties=species:S:1:pos:R:3:lowdin_charge:R:1 method="wB97M-V/def2-TZVPD" e_homo_ev="-4.6 / -3.9" total_charge=-1 multiplicity=2 lumo_energy_ev="2.461 / 2.438" energy_ha=-3493.2717
Mn -0.0940 0.4274 0.3212 0.13
C 3.5540 2.2953 1.1926 -0.08
C 2.3446 2.3871 2.0658 -0.65
S 0.7087 2.0587 1.4851 0.68
C 2.1770 2.7578 3.3376 -0.76
C 3.1618 3.2484 4.3439 -0.10
S 0.4540 2.5998 3.6543 0.63
H 3.2981 1.7976 0.2583 0.04
H 4.3419 1.7120 1.6725 0.09
H 3.9511 3.2860 0.9577 0.08
H 4.1397 3.3940 3.8826 0.07
H 3.2647 2.5429 5.1707 0.07
H 2.8285 4.2023 4.7586 0.07
C -0.8074 -2.8782 -1.3516 -0.22
Si -1.3714 -1.0574 -1.0514 0.56
C -1.7097 -0.4369 -2.8453 -0.23
C -3.1144 -1.3716 -0.3169 -0.32
C -4.1461 -2.0080 -1.0097 -0.11
C -5.3646 -2.2718 -0.3994 -0.12
C -5.5606 -1.9055 0.9274 -0.12
C -4.5437 -1.2659 1.6226 -0.12
C -3.3201 -0.9823 1.0139 -0.32
Si -1.9026 0.0275 1.8180 0.51
C -1.7674 -0.6316 3.6100 -0.23
C -2.7963 1.7316 2.0348 -0.23
H -1.5145 -3.3809 -2.0177 0.01
H -0.7962 -3.4179 -0.4012 0.02
H 0.1930 -2.9602 -1.7847 -0.01
H -2.2795 -1.1763 -3.4165 0.01
H -0.7748 -0.2368 -3.3753 0.00
H -2.2803 0.4952 -2.8255 0.02
H -3.9914 -2.3044 -2.0439 0.09
H -6.1580 -2.7633 -0.9524 0.09
H -6.5072 -2.1156 1.4139 0.09
H -4.7104 -0.9743 2.6566 0.09
H -2.7463 -0.6223 4.0968 0.01
H -1.0892 -0.0141 4.2039 -0.01
H -1.3920 -1.6577 3.6201 0.01
H -3.8055 1.5862 2.4291 0.01
H -2.8821 2.2437 1.0724 0.02
H -2.2570 2.3934 2.7179 -0.02
O 0.9316 1.0859 -1.4377 -0.07
C 1.7441 0.1429 -1.2628 -0.68
O 1.7113 -0.5970 -0.2482 -0.05
C 2.7370 -0.1525 -2.3590 -0.12
C 2.3874 -1.1336 -3.2835 -0.02
C 3.2257 -1.4206 -4.3488 -0.08
C 4.4227 -0.7319 -4.4959 -0.11
C 4.7765 0.2390 -3.5714 -0.09
C 3.9337 0.5323 -2.5072 -0.03
H 1.4514 -1.6638 -3.1596 0.10
H 2.9427 -2.1790 -5.0682 0.10
H 5.0772 -0.9496 -5.3311 0.09
H 5.7106 0.7765 -3.6807 0.10
H 4.2137 1.2973 -1.7929 0.10

=====

62
Properties=species:S:1:pos:R:3:lowdin_charge:R:1 method="wB97M-V/def2-TZVPD" e_above_lowest_kj_mol=0.0 e_homo_ev=-1.6 total_charge=-2 multiplicity=1 lumo_energy_ev=4.020 energy_ha=-2884.9584
Na 0.7861 -0.0408 0.1851 0.37
C -2.8768 -3.0919 1.1910 -0.05
C -2.4730 -2.3405 -0.0527 -0.18
C -1.3368 -2.7303 -0.7665 -0.19
C -0.3970 -3.7594 -0.1944 -0.05
C -1.0274 -2.1214 -1.9839 -0.18
C 0.1374 -2.6242 -2.7890 -0.06
C -1.7907 -1.0416 -2.4341 -0.17
C -1.3394 -0.2966 -3.6660 -0.05
C -2.9103 -0.6316 -1.7087 -0.18
C -3.7553 0.5033 -2.2270 -0.06
C -3.2493 -1.2702 -0.5120 -0.19
C -4.4050 -0.7811 0.3213 -0.06
H -2.4778 -2.6336 2.0973 0.07
H -2.5370 -4.1258 1.1487 0.07
H -3.9612 -3.1130 1.2931 0.07
H -0.4352 -3.7674 0.8931 0.07
H 0.6311 -3.5425 -0.4775 0.08
H -0.6185 -4.7762 -0.5427 0.08
H 1.0786 -2.1482 -2.5090 0.04
H 0.0044 -2.4180 -3.8488 0.07
H 0.2479 -3.7041 -2.6725 0.07
H -1.6245 -0.8190 -4.5856 0.08
H -0.2533 -0.1809 -3.6728 0.01
H -1.7627 0.7042 -3.7099 0.07
H -3.3653 1.4773 -1.9198 0.09
H -4.7808 0.4356 -1.8684 0.06
H -3.7938 0.5026 -3.3167 0.07
H -5.3438 -1.2943 0.0764 0.08
H -4.5683 0.2855 0.1843 0.07
H -4.2069 -0.9252 1.3785 0.05
O 1.8965 -0.8536 3.6668 0.03
C 0.8346 -0.2760 3.4914 -0.55
N -0.0178 -0.4718 2.4526 -0.08
S -1.3489 0.4126 2.5956 0.62
O -2.5093 -0.3501 3.0038 -0.32
O -1.5082 1.2441 1.4233 -0.30
C -0.8290 1.3640 3.9907 -0.22
C -1.4353 2.4319 4.6199 -0.04
C -0.7764 2.9743 5.7155 -0.08
C 0.4367 2.4516 6.1549 -0.08
C 1.0240 1.3751 5.5065 -0.01
C 0.3684 0.8394 4.4105 -0.14
H -2.3692 2.8400 4.2621 0.11
H -1.1999 3.8310 6.2249 0.09
H 0.9329 2.9092 7.0017 0.10
H 1.9767 0.9639 5.8119 0.12
O 3.7627 1.1994 -1.4911 -0.47
S 2.5241 0.4602 -1.7881 0.01
O 1.3279 1.2731 -1.4149 -0.49
O 2.4567 -0.7917 -0.9677 -0.50
S 2.4814 0.0263 -3.7654 0.11
N 4.2648 1.7987 1.2189 0.02
C 2.9945 2.1622 1.8424 -0.14
C 3.1291 3.4178 2.6893 -0.54
O 4.3467 3.9684 2.5943 0.06
O 2.2668 3.8867 3.3855 0.07
H 4.1272 1.6153 0.2113 0.03
H 4.6129 0.9380 1.6215 0.09
H 4.8288 3.3359 1.9839 0.08
H 2.6036 1.3785 2.4987 0.11
H 2.2406 2.3663 1.0729 0.13

=====

54
Properties=species:S:1:pos:R:3:lowdin_charge:R:1 method="wB97M-V/def2-TZVPD" e_above_lowest_kj_mol=232.5 smiles="COc1ccccc1N1CCN(C2CCN(C(=O)c3cccs3)CC2)CC1" e_homo_ev=-7.5 total_charge=0 multiplicity=1 lumo_energy_ev=0.726 energy_ha=-1529.3388
C 1.9647 3.5948 -5.2657 -0.09
O 1.9894 3.2842 -3.8962 -0.11
C 1.2223 4.0324 -3.0351 -0.20
C 0.3496 5.0172 -3.4625 -0.03
C -0.3645 5.7857 -2.5541 -0.10
C -0.1993 5.5655 -1.2042 -0.10
C 0.6536 4.5666 -0.7654 -0.03
C 1.3751 3.7681 -1.6511 -0.16
N 2.2913 2.8111 -1.2253 -0.09
C 2.7186 2.7714 0.1534 -0.15
C 1.8274 1.8735 1.0233 -0.17
N 1.8214 0.5392 0.4547 -0.14
C 1.2668 -0.4836 1.3239 -0.33
C -0.2696 -0.5239 1.4201 -0.11
C -0.6871 -1.6024 2.4209 -0.14
N -0.1552 -2.8826 2.0246 -0.05
C -0.8642 -3.9842 1.6873 -0.48
O -0.3327 -5.0481 1.4216 0.05
C -2.3426 -3.8499 1.6525 -0.46
C -3.1194 -3.0404 0.8740 -0.13
C -4.4989 -3.2996 1.0167 -0.18
C -4.7481 -4.3037 1.8962 -0.41
S -3.3066 -4.9679 2.5526 1.07
C 1.2903 -2.9100 1.9430 -0.13
C 1.7711 -1.8759 0.9266 -0.11
C 1.2995 0.5921 -0.8982 -0.16
C 2.2282 1.4643 -1.7517 -0.13
H 2.6925 2.9288 -5.7279 0.09
H 0.9791 3.4113 -5.7078 0.10
H 2.2579 4.6332 -5.4504 0.10
H 0.2267 5.2137 -4.5158 0.10
H -1.0338 6.5525 -2.9126 0.10
H -0.7388 6.1601 -0.4820 0.10
H 0.7508 4.4114 0.2973 0.10
H 2.7687 3.7816 0.5600 0.12
H 3.7285 2.3465 0.1600 0.13
H 2.2396 1.8278 2.0343 0.12
H 0.8105 2.2999 1.0788 0.11
H 1.6602 -0.2668 2.3261 0.15
H -0.6573 0.4432 1.7444 0.12
H -0.6918 -0.7571 0.4414 0.11
H -1.7728 -1.6603 2.5020 0.12
H -0.2797 -1.3522 3.4098 0.13
H -2.7206 -2.2959 0.2079 0.11
H -5.2644 -2.7608 0.4877 0.10
H -5.6962 -4.6992 2.2015 0.06
H 1.5841 -3.9183 1.6468 0.12
H 1.7090 -2.6905 2.9321 0.13
H 2.8597 -1.8705 0.8833 0.12
H 1.3902 -2.1508 -0.0574 0.12
H 1.2695 -0.4141 -1.3158 0.12
H 0.2824 1.0238 -0.9327 0.13
H 1.8826 1.4814 -2.7813 0.11
H 3.2369 1.0413 -1.7202 0.13

=====

56
Properties=species:S:1:pos:R:3:lowdin_charge:R:1 method="wB97M-V/def2-TZVPD" e_above_lowest_kj_mol=168.0 smiles="COCCC(=O)N1CCC(Oc2ccc(C(=O)NCc3csc(C)n3)cc2)CC1" e_homo_ev=-8.6 total_charge=0 multiplicity=1 lumo_energy_ev=0.436 energy_ha=-1679.8675
C -1.0458 -2.4421 1.2488 -0.10
O -2.1327 -2.2023 0.3911 -0.22
C -3.2086 -3.0903 0.6201 -0.22
C -4.3957 -2.7252 -0.2708 -0.06
C -5.0052 -1.4081 0.1948 -0.46
O -5.8013 -1.3966 1.1162 0.05
N -4.6450 -0.2778 -0.4509 -0.05
C -3.6211 -0.1709 -1.4731 -0.14
C -2.8890 1.1684 -1.3488 -0.10
C -2.7267 1.4830 0.1425 -0.32
O -1.8949 2.6064 0.3700 0.00
C -0.5461 2.4744 0.3064 -0.25
C 0.1865 3.6336 0.5801 0.01
C 1.5615 3.6137 0.5549 -0.01
C 2.2518 2.4446 0.2380 -0.14
C 3.7410 2.4715 0.2446 -0.45
O 4.3839 3.1988 0.9780 0.07
N 4.3233 1.6557 -0.6693 0.07
C 5.7381 1.3753 -0.6641 -0.12
C 5.9788 -0.0462 -0.2496 -0.37
C 6.9552 -0.5014 0.5776 -0.35
S 6.8407 -2.2084 0.7716 1.03
C 5.4436 -2.1837 -0.2911 -0.64
C 4.7125 -3.4264 -0.6291 -0.08
N 5.1420 -1.0137 -0.7216 0.08
C 1.5232 1.2900 -0.0193 -0.02
C 0.1399 1.2985 0.0121 -0.01
C -4.1077 1.8058 0.7273 -0.08
C -5.1854 0.9893 -0.0003 -0.13
H -0.2690 -1.7253 0.9893 0.08
H -0.6588 -3.4605 1.1208 0.09
H -1.3323 -2.3044 2.2982 0.10
H -2.8837 -4.1217 0.4094 0.13
H -3.5195 -3.0366 1.6738 0.13
H -5.1603 -3.4901 -0.1284 0.13
H -4.1000 -2.7083 -1.3171 0.11
H -2.8959 -0.9718 -1.3331 0.10
H -4.0734 -0.2617 -2.4700 0.13
H -3.4437 1.9796 -1.8220 0.12
H -1.9175 1.1025 -1.8393 0.12
H -2.3148 0.6004 0.6496 0.15
H -0.3558 4.5349 0.8178 0.12
H 2.1303 4.5029 0.7797 0.12
H 3.7589 1.0108 -1.1993 0.12
H 6.2119 2.0673 0.0354 0.12
H 6.1479 1.5398 -1.6689 0.13
H 7.7223 0.0543 1.0761 0.07
H 5.3801 -4.1400 -1.1097 0.08
H 4.3168 -3.8908 0.2732 0.08
H 3.8933 -3.1903 -1.3029 0.08
H 2.0280 0.3547 -0.2200 0.11
H -0.3894 0.3806 -0.1899 0.09
H -4.2960 2.8725 0.6032 0.12
H -4.1140 1.5813 1.7933 0.12
H -6.0199 0.7720 0.6672 0.12
H -5.5622 1.5317 -0.8723 0.13